No. 1
Formula: C16H24N4O3
Source: OMol25
Level of theory: wB97M-V/def2-TZVPD

- Kohn-Sham gap: 0.26818 Eh
- Structure (SMILES): CCN1CCN(CC(=O)Nc2cc(C)c(C)cc2[N+](=O)[O-])CC1
- M: 320.4 g/mol
- E_HOMO: -8.030 eV
- LUMO energy: -0.73 eV

```
! RIJCOSX wB97M-V def2-TZVPD def2/J DEFGRID3
* xyz 0 1
C 0.16721 2.73128 4.26345
H 1.13184 2.23181 4.29363
H 0.29230 3.74246 4.64006
H -0.51836 2.19279 4.91309
C -0.38872 2.77695 2.84234
N 0.43560 3.62501 1.99707
C -0.26026 4.26617 0.90124
C -0.56006 3.31520 -0.26449
N 0.69655 2.76714 -0.74167
C 0.59118 2.04189 -1.99653
C -0.22604 0.76131 -1.85312
O -1.43781 0.75366 -1.84945
N 0.56392 -0.33886 -1.63906
C 0.20217 -1.65156 -1.42114
C -1.13570 -2.04810 -1.36255
C -1.51488 -3.36034 -1.15310
C -0.53163 -4.35434 -0.99270
C 0.79105 -3.98032 -1.04633
C 1.18540 -2.65331 -1.25351
N 2.58247 -2.40331 -1.28061
O 3.34131 -3.34263 -1.15398
O 2.98420 -1.24925 -1.42907
H 1.57149 -4.71700 -0.92610
C -0.91075 -5.78373 -0.76947
H -0.02481 -6.40473 -0.67326
H -1.50757 -6.15527 -1.60137
H -1.50695 -5.88480 0.13650
C -2.96403 -3.71473 -1.09875
H -3.58309 -2.83319 -1.23682
H -3.20666 -4.43913 -1.87523
H -3.20797 -4.16929 -0.13928
H -1.89042 -1.28944 -1.49040
H 1.57677 -0.19959 -1.64811
H 0.08839 2.69484 -2.71413
H 1.60231 1.82617 -2.35167
C 1.37099 2.03658 0.31606
C 1.63660 2.99284 1.48914
H 2.13206 2.45334 2.29669
H 2.30192 3.78870 1.14285
H 2.32346 1.65947 -0.06411
H 0.77550 1.17713 0.67310
H -1.02993 3.86924 -1.07939
H -1.26020 2.52910 0.06335
H -1.18732 4.70786 1.27124
H 0.38622 5.06874 0.53345
H -1.38997 3.21341 2.87482
H -0.48778 1.74980 2.45733
*
```

No. 2
Formula: C6H12N2O
Source: OMol25
Level of theory: wB97M-V/def2-TZVPD

- Kohn-Sham gap (spin up / spin down): 0.29588 / 0.29595 Eh
- M: 128.2 g/mol
- E_HOMO (spin up / spin down): -7.961 / -7.963 eV
- LUMO energy (spin up / spin down): 0.09 / 0.09 eV

```
! RIJCOSX wB97M-V def2-TZVPD def2/J DEFGRID3
* xyz 0 1
C -0.94363 -0.04389 -0.48981
C -1.88706 -0.74851 -1.43984
C -0.78290 1.44356 -0.79606
N 0.65590 0.20242 2.30976
C 0.13225 -0.53134 1.25312
C 0.79567 -0.59863 -0.61620
C 1.88249 0.14371 -0.85734
O 1.58427 -0.51358 3.11989
N -1.13869 -0.29038 0.87304
H 2.42815 -0.07406 2.95219
H -0.06666 0.61558 2.89604
H 0.54677 -1.54148 1.21531
H 0.78991 -1.62896 -0.96562
H -0.37626 1.59966 -1.79544
H -1.81400 -1.82916 -1.32133
H -2.90830 -0.45892 -1.17992
H -1.69129 -0.47897 -2.47677
H -0.14257 1.92955 -0.06366
H -1.77496 1.89708 -0.72319
H 1.99289 1.14591 -0.46302
H 2.71801 -0.23956 -1.43116
*
```

No. 3
Formula: C13H11BeF6N3O11S3
Source: OMol25
Level of theory: wB97M-V/def2-TZVPD

- Kohn-Sham gap: 0.33507 Eh
- M: 604.4 g/mol
- E_HOMO: -10.259 eV
- LUMO energy: -1.14 eV

```
! RIJCOSX wB97M-V def2-TZVPD def2/J DEFGRID3
* xyz 0 1
Be 1.26223 -0.12615 0.46750
F 5.05976 -1.32871 -0.90382
C 4.78779 -1.58734 0.36817
F 5.64199 -2.48550 0.83070
F 4.86545 -0.47830 1.08434
S 3.06761 -2.26088 0.48236
O 2.27833 -1.21556 -0.21081
O 3.06440 -3.53687 -0.12515
N 2.74303 -2.30840 2.00124
S 2.25833 -1.10623 2.87074
O 3.14895 -0.65169 3.86947
O 1.62987 -0.04356 2.05175
C 0.80086 -1.87013 3.71257
F -0.08302 -2.23075 2.79145
F 1.18593 -2.92369 4.40647
F 0.26559 -0.96826 4.51835
O -0.84106 0.79382 -1.75626
C -1.08401 0.14360 -0.75917
O -0.22775 -0.14489 0.17517
C -2.48273 -0.34041 -0.48541
C -2.78259 -1.05348 0.66654
C -4.08267 -1.48269 0.86362
C -5.10044 -1.23214 -0.03657
C -4.75926 -0.51411 -1.16892
C -3.47714 -0.06378 -1.41541
N -5.82056 -0.21813 -2.15763
O -6.93381 -0.63852 -1.92074
O -5.50730 0.43057 -3.13387
N -4.40084 -2.24567 2.09087
O -5.54951 -2.60598 2.23992
O -3.49546 -2.44453 2.87450
H -2.02239 -1.27271 1.39933
H -6.10793 -1.57553 0.13321
H -3.24515 0.49114 -2.31172
O 3.65220 1.90586 -0.07133
S 2.25142 1.70908 -0.48425
C 1.39732 3.31411 -0.45341
C 1.09693 3.69629 -1.90568
C 2.15432 3.01182 -2.77331
C 2.18246 1.57234 -2.27647
H 2.14678 3.95957 0.00789
H 0.52277 3.26711 0.19299
H 1.09119 4.77991 -2.01937
H 0.10767 3.32650 -2.18146
H 3.13161 3.47888 -2.63526
H 1.90439 3.05546 -3.83246
H 3.04596 0.97419 -2.56476
H 1.25848 1.04437 -2.51594
*
```

| no. | largest force on an atom (eV/A) |
| --- | --- |
| 1 | 1.51 |
| 2 | 2.68 |
| 3 | 0.43 |